A molecular structure, C37H33Br2N6O3SSr, computed with ωB97M-V with the def2-TZVPD basis set.

```
83
C37H33Br2N6O3SSr ωB97M-V with the def2-TZVPD basis set
Sr 0.0227 0.0155 -0.2752
C -2.3116 1.9846 -2.0093
C -2.7741 2.2088 -0.5906
C -3.9156 2.9927 -0.3298
C -4.3016 3.1702 0.9629
C -3.5554 2.6011 2.0172
C -3.9326 2.7862 3.3644
C -3.1634 2.2353 4.3469
C -2.0050 1.5032 4.0234
C -1.5864 1.2863 2.7246
S -0.0977 0.3899 2.4358
C -2.4046 1.8426 1.6833
N -2.0621 1.6478 0.3629
H -3.0212 2.3880 -2.7298
H -2.1894 0.9188 -2.2230
H -1.3469 2.4768 -2.1692
H -4.4708 3.4301 -1.1492
H -5.1831 3.7560 1.2011
H -4.8199 3.3636 3.5948
H -3.4352 2.3664 5.3877
H -1.3980 1.0876 4.8174
C -3.4259 -1.3911 -0.0372
O -2.0502 -1.7492 -0.2360
C -1.7670 -3.0906 -0.1476
C -2.7386 -4.0673 -0.0456
C -2.3571 -5.3993 0.0677
Br -3.6922 -6.7234 0.2091
C -1.0336 -5.7606 0.0841
C -0.0474 -4.7779 -0.0300
C -0.4137 -3.4377 -0.1472
O 0.5036 -2.4376 -0.2406
C 1.3787 -5.1259 -0.0018
N 2.3404 -4.2335 -0.0584
C 3.5350 -4.9418 0.0282
C 4.8553 -4.4954 0.0448
C 5.8517 -5.4442 0.1510
C 5.5513 -6.8137 0.2413
C 4.2467 -7.2682 0.2329
C 3.2526 -6.3017 0.1277
N 1.8669 -6.3890 0.1000
H -4.0416 -1.7940 -0.8412
H -3.4675 -0.3088 -0.0410
H -3.7711 -1.7634 0.9269
H -3.7877 -3.8156 -0.0410
H -0.7733 -6.8063 0.1867
H 1.4225 -2.8650 -0.1056
H 5.0860 -3.4394 -0.0069
H 6.8874 -5.1301 0.1733
H 6.3604 -7.5270 0.3256
H 4.0142 -8.3221 0.3108
H 1.3260 -7.2327 0.1648
C -0.2884 0.6895 -4.8480
C 0.5473 0.9085 -3.6188
O 0.4526 0.1655 -2.6297
N 1.3874 1.9507 -3.6324
C 2.2586 2.2940 -2.5076
C 1.6352 3.2545 -1.5193
C 1.7378 4.6243 -1.7021
C 1.1694 5.4712 -0.7632
C 0.5389 4.9203 0.3384
C 0.4852 3.5411 0.4501
N 1.0049 2.7165 -0.4665
H -0.7714 -0.2805 -4.7851
H 0.3201 0.7379 -5.7514
H -1.0555 1.4649 -4.9102
H 1.3818 2.5503 -4.4413
H 3.1761 2.7134 -2.9151
H 2.5106 1.3722 -1.9924
H 2.2727 5.0223 -2.5563
H 1.2368 6.5450 -0.8819
H 0.1042 5.5417 1.1093
H 0.0280 3.0635 1.3094
Br 7.3175 0.2294 0.0480
C 5.4526 0.0179 0.0478
C 4.6897 0.5917 1.0478
C 3.3191 0.4008 1.0072
N 2.7096 -0.3152 0.0542
C 3.4707 -0.8676 -0.8975
C 4.8448 -0.7246 -0.9507
H 5.1428 1.1693 1.8408
H 2.6748 0.8325 1.7673
H 2.9576 -1.4524 -1.6559
H 5.4213 -1.1878 -1.7394
```

Results
* total charge: +1
* energy relative to the best compared isomer or geometry (same formula, charge and spin): 5.4 kJ/mol
* strongest force on any atom: 0.01550 hartree/bohr
* orbital gap: 7.1 eV
* calculated total energy: -205745.3468 eV

A molecular structure, C25H30N9Se2W, computed with ωB97M-V with the def2-TZVPD basis set.

```
67
C25H30N9Se2W ωB97M-V with the def2-TZVPD basis set
W 0.3393 0.1851 0.7612
C 3.0324 -3.1938 1.8225
C 2.2929 -2.0577 1.2181
N 1.5716 -1.2017 1.8700
C 1.3544 -1.2963 3.3246
C 0.0054 -0.6766 3.7045
N -0.3970 0.5222 2.8812
C 0.0900 1.8254 3.4262
C 1.5615 1.9773 3.1304
N 1.7813 1.7891 1.6734
C 1.7686 3.0705 0.8820
C 0.8031 2.9138 -0.2852
N 0.9043 1.5210 -0.6795
C 0.8793 1.0396 -1.9820
C 1.5060 1.9224 -3.0529
C 1.5553 -0.3371 -1.8912
C 2.1603 -1.0756 -2.8907
C 2.8670 -2.2217 -2.5351
C 2.9809 -2.6013 -1.2010
C 2.3156 -1.8434 -0.2506
N 1.6053 -0.7692 -0.6273
H 3.2736 -3.0224 2.8681
H 3.9562 -3.3926 1.2831
H 2.4096 -4.0930 1.7540
H 2.1936 -0.8280 3.8404
H 1.3332 -2.3430 3.6288
H 0.0092 -0.4001 4.7599
H -0.7765 -1.4179 3.5535
H -1.4115 0.5337 2.9394
H -0.1077 1.8834 4.4981
H -0.4848 2.6164 2.9374
H 2.1431 1.2297 3.6660
H 1.9252 2.9500 3.4630
H 2.7079 1.3918 1.5565
H 2.7794 3.2546 0.5216
H 1.4923 3.8971 1.5346
H 1.0491 3.5947 -1.1003
H -0.2157 3.1689 0.0365
H 0.9758 2.8672 -3.1559
H 1.5230 1.4325 -4.0282
H 2.5415 2.1243 -2.7793
H 2.1234 -0.7643 -3.9258
H 3.3598 -2.8098 -3.2979
H 3.5720 -3.4621 -0.9249
Se -1.2734 0.8323 -4.1139
N -2.9016 1.0676 -3.5729
C -2.9336 1.1461 -2.2528
C -4.1257 1.4070 -1.5205
C -4.0075 1.5121 -0.1726
C -2.7498 1.2800 0.4323
N -1.6073 1.0354 -0.1878
C -1.6844 1.0122 -1.5617
N -0.6489 0.8792 -2.4029
H -5.0614 1.5166 -2.0539
H -4.8516 1.7249 0.4674
H -2.7165 1.2884 1.5143
Se -1.0615 -1.9521 0.7571
C -2.2614 -1.9651 -0.7377
C -3.6296 -1.8408 -0.5366
C -4.4744 -1.9084 -1.6407
N -4.0452 -2.0833 -2.8850
C -2.7382 -2.2572 -3.0609
C -1.8084 -2.2040 -2.0331
H -4.0423 -1.7139 0.4561
H -5.5478 -1.8188 -1.5126
H -2.4192 -2.4661 -4.0776
H -0.7597 -2.3950 -2.2313
```

Results
* spin multiplicity: 3
* <S²>: 2.02
* total charge: +3
* energy relative to the best compared isomer or geometry (same formula, charge and spin): 0.0 kJ/mol
* strongest force on any atom: 0.01871 hartree/bohr
* orbital gap (spin up / spin down): 5.4 / 6.1 eV
* calculated total energy: -172316.5433 eV

A molecular structure, C21H23BrNO6Ti, computed with ωB97M-V with the def2-TZVPD basis set.

```
53
C21H23BrNO6Ti ωB97M-V with the def2-TZVPD basis set
Ti -0.9923 0.1467 2.6021
O -3.5959 -4.0496 6.1683
C -2.9811 -3.1801 5.3770
C -1.5822 -3.1119 5.2540
C -1.0688 -2.1720 4.3949
N -1.8573 -1.3721 3.6880
C -3.1763 -1.3618 3.8663
C -3.7959 -2.2547 4.6999
C -3.7974 -0.1547 3.2009
O -4.9547 0.1036 3.1816
O -2.8109 0.6087 2.6729
C 0.3820 -1.7677 4.2472
O 1.3099 -2.3650 4.6838
O 0.4400 -0.6025 3.5649
H -2.9728 -4.6380 6.6163
H -0.9194 -3.7409 5.8338
H -4.8647 -2.2271 4.8582
C 3.5523 3.4093 -2.2574
C 2.2014 3.0040 -2.8629
C 1.3587 4.2596 -3.1285
C 2.4571 2.3004 -4.1946
C 1.4585 2.1093 -1.8740
C 1.1530 2.6103 -0.6026
C 0.4732 1.7955 0.2579
Br 0.0133 2.4577 2.0114
C 0.0670 0.4975 -0.0535
O -0.6331 -0.1845 0.9156
C 0.3618 -0.0346 -1.3013
C 1.0593 0.8185 -2.1730
C -0.0054 -1.4315 -1.8157
C -0.9161 -1.2716 -3.0425
C -0.7369 -2.3186 -0.8045
C 1.2870 -2.1562 -2.2212
H 4.0935 4.0487 -2.9560
H 4.1697 2.5341 -2.0501
H 3.4334 3.9685 -1.3285
H 1.8751 4.9091 -3.8364
H 1.1881 4.8374 -2.2191
H 0.3877 3.9997 -3.5525
H 2.9888 2.9805 -4.8601
H 1.5286 2.0162 -4.6932
H 3.0764 1.4095 -4.0748
H 1.4415 3.6107 -0.3130
H 1.2942 0.4267 -3.1505
H -1.8401 -0.7535 -2.7809
H -1.1783 -2.2567 -3.4311
H -0.4338 -0.7172 -3.8470
H -1.6976 -1.8984 -0.5068
H -0.1376 -2.5058 0.0872
H -0.9307 -3.2816 -1.2786
H 1.8303 -1.6297 -3.0051
H 1.0420 -3.1493 -2.6001
H 1.9552 -2.2746 -1.3666
```

Results
* total charge: +1
* energy relative to the best compared isomer or geometry (same formula, charge and spin): 4.3 kJ/mol
* strongest force on any atom: 0.00770 hartree/bohr
* orbital gap: 7.2 eV
* calculated total energy: -129081.3981 eV

A single C8H14O2S2 molecule at a distorted geometry, computed with ωB97M-V with the def2-TZVPD basis set.

```
26
C8H14O2S2 ωB97M-V with the def2-TZVPD basis set
C -2.3485 -1.7951 -0.7790
C -1.2477 -2.8057 -0.2490
C 0.0939 -1.9762 0.3950
C 1.0125 -1.2772 -0.3677
C 0.4587 0.0978 -0.7666
C 0.0040 1.2384 0.2070
C 1.0722 1.9105 1.0998
C 1.7322 3.1614 0.3733
H -3.2641 -0.2446 0.2020
H -1.1756 -3.5135 -1.0866
H -1.6635 -3.3007 0.8419
H 0.5277 -2.6901 1.1726
H -0.3058 -1.1876 0.9792
H 1.9149 -0.9166 0.2946
H 1.3978 -1.7743 -1.3259
H -0.2741 0.0075 -1.6129
H 1.3335 0.7096 -1.3553
H -0.7780 0.6394 0.7384
H 1.6676 1.1889 1.5036
H 0.5717 2.2987 1.9892
H 2.9709 2.8684 0.0874
H 1.8764 4.0859 1.0398
O -2.4335 -0.8302 0.1650
O -3.0328 -1.8524 -1.7534
S 0.7841 3.4963 -1.1293
S -0.8946 2.4613 -0.6632
```

Results
* SMILES string: O=C(O)CCCC[C@H]1CCSS1
* energy relative to the best compared isomer or geometry (same formula, charge and spin): 368.9 kJ/mol
* strongest force on any atom: 0.13323 hartree/bohr
* orbital gap: 8.3 eV
* calculated total energy: -34285.7929 eV

A molecular structure, C26H21BrN2O3Pt, computed with ωB97M-V with the def2-TZVPD basis set.

```
54
C26H21BrN2O3Pt ωB97M-V with the def2-TZVPD basis set
Pt 0.0775 1.6741 0.1607
Br -6.9548 2.8271 -1.8810
C -5.2808 2.5918 -1.0145
C -5.2265 2.5425 0.3767
C -4.0079 2.3588 0.9910
C -2.8186 2.2089 0.2584
O -1.7167 1.9498 0.9314
C -2.8794 2.3210 -1.1660
C -1.7450 2.2634 -2.0183
N -0.4602 2.2921 -1.6341
C 0.5880 2.2797 -2.5280
C 0.5023 2.5156 -3.9026
C 1.6449 2.4243 -4.6956
C 2.8815 2.1236 -4.1656
C 3.0195 1.9239 -2.7775
C 4.2388 1.6587 -2.1228
C 4.2630 1.5118 -0.7540
C 3.0829 1.5955 -0.0255
N 1.9186 1.8262 -0.6210
C 1.8630 2.0048 -1.9656
C -4.1423 2.4919 -1.7709
H -6.1306 2.6416 0.9606
H -3.9367 2.3188 2.0703
H -1.9463 2.2033 -3.0803
H -0.4379 2.7840 -4.3604
H 1.5542 2.5958 -5.7604
H 3.7543 2.0594 -4.8018
H 5.1479 1.5770 -2.7044
H 5.1922 1.3367 -0.2306
H 3.0606 1.4765 1.0492
H -4.1997 2.5627 -2.8493
C 0.1188 -6.0597 2.7653
C 0.2352 -4.5684 2.6042
C 1.4515 -3.9225 2.7771
C 1.6081 -2.5743 2.4759
C 2.9280 -1.8791 2.6755
C 0.5095 -1.8712 1.9935
C -0.7510 -2.4726 1.8901
C -1.9460 -1.6730 1.4429
C -0.8678 -3.8168 2.2085
C 0.6589 -0.5269 1.3497
O 0.5737 0.5872 1.9494
O 0.8088 -0.5731 0.0963
H 1.0122 -6.4779 3.2273
H 0.0003 -6.5246 1.7845
H -0.7493 -6.3322 3.3664
H 2.3054 -4.4863 3.1370
H 3.7149 -2.5923 2.9145
H 2.8500 -1.1646 3.4971
H 3.2201 -1.3253 1.7802
H -2.0679 -0.7853 2.0664
H -2.8544 -2.2694 1.5033
H -1.8300 -1.3333 0.4110
H -1.8349 -4.2996 2.1157
```

Results
* spin multiplicity: 3
* <S²>: 2.05
* energy relative to the best compared isomer or geometry (same formula, charge and spin): 0.0 kJ/mol
* strongest force on any atom: 0.01858 hartree/bohr
* orbital gap (spin up / spin down): 5.0 / 5.8 eV
* calculated total energy: -109714.3928 eV